Here is a cluster of 13 separate species, C21H16Cl48NO3 in total in a non-equilibrium geometry from the OMol25 dataset. Energies are from wB97M-V/def2-TZVPD.

Positions of all 89 atoms, in Å:
C 1.106 0.586 0.737
C -0.048 0.913 -0.210
O -1.175 0.152 0.165
C -1.509 -0.800 -0.753
C -0.381 -1.770 -1.084
N -0.574 -2.905 -0.682
C 0.533 -3.856 -0.947
C 1.782 -3.266 -0.287
O 2.626 -4.288 0.241
C 3.450 -3.674 1.136
O 3.375 -3.785 2.188
C -1.832 -3.158 -0.017
C -2.404 -1.757 0.042
H 1.109 1.254 1.571
H 2.065 0.683 0.269
H 0.932 -0.410 1.109
H 0.228 0.788 -1.244
H -0.250 1.959 -0.096
H -1.889 -0.437 -1.690
H 0.475 -1.388 -1.585
H 0.707 -3.852 -1.998
H 0.301 -4.856 -0.653
H 1.514 -2.628 0.536
H 2.336 -2.750 -1.053
H 4.174 -3.026 0.633
H -2.402 -3.844 -0.616
H -1.739 -3.586 0.949
H -2.165 -1.488 1.052
H -3.447 -1.660 -0.079
C -2.725 -3.743 -4.072
Cl -4.220 -3.981 -3.156
Cl -2.172 -2.091 -3.853
Cl -1.502 -4.852 -3.466
Cl -3.003 -4.045 -5.773
C 5.002 4.007 4.386
Cl 5.042 3.502 2.686
Cl 5.297 5.738 4.466
Cl 3.437 3.673 5.121
Cl 6.255 3.147 5.278
C 5.343 -0.023 -1.188
Cl 4.760 -1.484 -0.351
Cl 4.204 0.304 -2.495
Cl 5.438 1.367 -0.102
Cl 6.944 -0.316 -1.850
C -6.608 -6.401 -6.430
Cl -6.009 -5.590 -4.976
Cl -7.887 -5.432 -7.158
Cl -5.282 -6.588 -7.581
Cl -7.242 -7.989 -6.000
C -3.417 4.786 3.162
Cl -1.919 4.478 4.057
Cl -3.066 4.843 1.429
Cl -4.588 3.508 3.489
Cl -4.126 6.327 3.651
C -0.277 -4.740 7.134
Cl -1.001 -6.340 7.017
Cl 0.643 -4.619 8.625
Cl 0.821 -4.492 5.765
Cl -1.569 -3.511 7.149
C 1.510 2.143 -4.940
Cl 1.553 3.803 -4.352
Cl 0.892 1.077 -3.661
Cl 0.453 2.039 -6.345
Cl 3.140 1.634 -5.390
C -1.306 2.466 -10.169
Cl 0.357 2.995 -10.421
Cl -1.413 1.582 -8.639
Cl -2.370 3.870 -10.108
Cl -1.797 1.410 -11.491
C 2.024 7.923 3.977
Cl 1.271 6.333 3.794
Cl 3.069 7.920 5.400
Cl 2.986 8.286 2.543
Cl 0.769 9.145 4.170
C 1.317 -3.280 -6.409
Cl 2.316 -2.132 -7.297
Cl 1.975 -4.902 -6.594
Cl 1.322 -2.836 -4.689
Cl -0.335 -3.236 -7.038
C -1.947 6.340 7.763
Cl -2.875 6.262 6.261
Cl -1.935 8.019 8.297
Cl -2.690 5.327 9.016
Cl -0.283 5.792 7.501
C -0.305 1.087 7.240
Cl -1.109 -0.492 7.146
Cl 0.770 1.073 8.633
Cl 0.629 1.338 5.762
Cl -1.457 2.417 7.443

Its HOMO-LUMO gap is 8.587 eV. For the total energy, the calculation gives -23178.94911 hartree. The multiplicity is 1. Its total charge is +1.

Mulliken atomic charge list, values in e, 4 entries: C -0.8872; C 0.0990; O -0.5441; C 0.4986